Formula: H3OP
Source: OMol25
Level of theory: the ωB97M-V functional and the def2-TZVPD basis

Summary:
frontier orbital gap (alpha / beta): 8.09 / 9.23 eV
HOMO level (alpha / beta): -7.48 / -10.41 eV
energy relative to the best compared isomer or geometry (same formula, charge and spin): 11.6 kcal per mole
largest force on an atom: 1.9 eV Å⁻¹

```
! RIJCOSX wB97M-V def2-TZVPD def2/J DEFGRID3
* xyz 0 3
O -0.54 1.12 0.05
P -0.22 -0.38 0.62
H -0.29 1.61 0.87
H -0.62 -1.00 -0.61
H 1.67 -1.35 -0.92
*
```

Mulliken atomic charges, in units of e: number 1, O, carries -0.394; number 2, P, carries -0.004; number 3, H, carries 0.334; number 4, H, carries 0.050; number 5, H, carries 0.015

=====

Formula: C3H4F2OS
Source: OMol25
Level of theory: the ωB97M-V functional and the def2-TZVPD basis

Summary:
frontier orbital gap (alpha / beta): 7.96 / 8.28 eV
HOMO level (alpha / beta): -8.28 / -8.37 eV
energy relative to the best compared isomer or geometry (same formula, charge and spin): 90.2 kcal per mole
largest force on an atom: 4.7 eV Å⁻¹

```
! RIJCOSX wB97M-V def2-TZVPD def2/J DEFGRID3
* xyz 0 1
C -0.29 -0.07 0.74
C 1.75 0.14 -0.44
C -1.77 -0.26 0.56
O 0.46 0.13 -0.26
F -2.50 -0.05 1.69
F -2.10 -1.54 0.18
S 2.28 1.11 -1.74
H -0.09 -0.22 1.84
H 2.41 0.09 0.37
H -2.18 0.38 -0.13
H 2.04 0.30 -2.81
*
```

Here are the Mulliken charges for atoms 1 to 5, given in e: number 1, C, carries -0.118; number 2, C, carries -0.185; number 3, C, carries 0.303; number 4, O, carries -0.229; number 5, F, carries -0.276

=====

Formula: C2H7N
Source: OMol25
Level of theory: the ωB97M-V functional and the def2-TZVPD basis

Summary:
frontier orbital gap: 8.57 eV
HOMO level: -8.35 eV
energy relative to the best compared isomer or geometry (same formula, charge and spin): 91.4 kcal per mole
largest force on an atom: 1.5 eV Å⁻¹

```
! RIJCOSX wB97M-V def2-TZVPD def2/J DEFGRID3
* xyz 0 1
C -2.15 0.23 0.57
N -0.86 0.25 0.50
H -2.68 1.17 0.81
H -2.76 -0.67 0.39
H -1.21 0.62 -0.49
C 1.94 -0.33 -0.35
H 1.14 -0.24 -1.08
H 2.55 0.56 -0.45
H 2.53 -1.21 -0.55
H 1.50 -0.38 0.64
*
```

Here are the Mulliken charges for atoms 1 to 5, given in e: number 1, C, carries -0.319; number 2, N, carries -0.463; number 3, H, carries 0.281; number 4, H, carries 0.248; number 5, H, carries 0.236

=====

Formula: C32H30BrIrN8O2S3
Source: OMol25
Level of theory: the ωB97M-V functional and the def2-TZVPD basis

Summary:
frontier orbital gap (alpha / beta): 5.91 / 5.51 eV
HOMO level (alpha / beta): -10.31 / -10.33 eV
energy relative to the best compared isomer or geometry (same formula, charge and spin): 69.7 kcal per mole
largest force on an atom: 3.4 eV Å⁻¹

```
! RIJCOSX wB97M-V def2-TZVPD def2/J DEFGRID3
* xyz 1 2
Ir -0.47 -0.14 -0.95
O -4.19 1.87 -0.98
C -3.84 3.17 -1.15
C -4.85 4.13 -1.06
C -4.56 5.47 -1.28
C -3.27 5.88 -1.59
C -2.27 4.93 -1.66
C -2.53 3.58 -1.42
C -1.36 2.62 -1.42
O -1.71 1.30 -1.70
N -0.70 2.72 -0.13
N 0.07 1.72 0.23
C 0.76 1.73 1.30
C 1.59 0.63 1.74
Br 1.58 -0.92 0.61
C 2.35 0.67 2.83
C 3.18 -0.38 3.45
C 2.76 -1.71 3.56
C 3.59 -2.66 4.13
C 4.84 -2.30 4.61
C 5.24 -0.97 4.55
C 4.41 -0.01 4.00
H -3.43 1.34 -1.24
H -5.85 3.79 -0.84
H -5.36 6.20 -1.22
H -3.05 6.92 -1.78
H -1.25 5.24 -1.91
H -0.65 3.00 -2.17
H -0.82 3.53 0.45
H 0.75 2.60 1.95
H 2.40 1.64 3.31
H 1.76 -1.99 3.24
H 3.26 -3.69 4.20
H 5.50 -3.05 5.03
H 6.21 -0.68 4.94
H 4.72 1.02 3.96
S -0.59 -0.50 -3.57
C 0.80 0.45 -3.44
N 1.20 0.78 -2.24
C 2.37 1.55 -2.27
C 3.09 2.06 -1.19
C 4.24 2.79 -1.43
C 4.70 3.01 -2.73
C 4.00 2.51 -3.81
C 2.84 1.78 -3.57
S 1.78 1.03 -4.74
H 2.75 1.89 -0.18
H 4.80 3.18 -0.59
H 5.60 3.58 -2.89
H 4.35 2.67 -4.82
C -2.04 -5.68 0.26
N -1.83 -4.23 0.28
C -2.68 -3.52 1.26
C -1.24 -3.59 -0.74
S -1.94 -2.08 -1.25
N -0.23 -4.16 -1.39
C 0.63 -5.17 -0.78
C 0.26 -3.66 -2.68
H -3.10 -5.87 0.39
H -1.50 -6.17 1.07
H -1.73 -6.10 -0.70
H -2.62 -4.06 2.20
H -3.72 -3.49 0.94
H -2.32 -2.51 1.41
H 0.43 -5.26 0.28
H 1.67 -4.87 -0.91
H 0.50 -6.14 -1.26
H -0.56 -3.23 -3.25
H 0.69 -4.49 -3.23
H 1.02 -2.89 -2.54
N -1.56 -0.18 0.83
C -2.60 0.19 1.25
C -3.80 0.49 1.79
C -4.05 1.81 2.27
N -4.20 2.89 2.62
C -4.76 -0.57 1.86
N -5.47 -1.47 1.87
*
```

Here are the Mulliken charges for atoms 1 to 5, given in e: number 1, Ir, carries 2.565; number 2, O, carries -0.699; number 3, C, carries 0.462; number 4, C, carries -0.539; number 5, C, carries -0.479

=====

Formula: C9H24BBrN3O2
Source: OMol25
Level of theory: the ωB97M-V functional and the def2-TZVPD basis

Summary:
frontier orbital gap: 6.34 eV
HOMO level: -3.38 eV
largest force on an atom: 1.4 eV Å⁻¹

```
! RIJCOSX wB97M-V def2-TZVPD def2/J DEFGRID3
* xyz -1 1
N -0.44 -0.46 2.41
B -0.66 -1.30 1.14
C 0.09 -2.77 1.12
C 1.53 -2.76 1.70
C 2.49 -1.77 1.00
Br 2.38 -1.76 -0.96
H -0.97 -0.79 3.20
H 0.54 -0.33 2.65
H -0.37 -0.66 0.14
H -1.87 -1.48 1.06
H 0.17 -3.11 0.07
H -0.46 -3.57 1.65
H 1.45 -2.40 2.74
H 1.98 -3.76 1.72
H 3.51 -2.03 1.30
H 2.30 -0.78 1.40
C -0.02 2.59 1.99
O 0.80 2.36 1.14
N -0.33 3.84 2.44
C -1.32 4.06 3.47
C 0.37 4.98 1.88
H -0.60 1.78 2.48
H -2.12 4.69 3.08
H -0.86 4.55 4.33
H -1.75 3.11 3.79
H 0.19 5.02 0.80
H 1.44 4.88 2.05
H 0.01 5.90 2.34
C -1.99 -1.62 -3.73
O -2.29 -2.41 -2.87
N -0.76 -1.50 -4.29
C -0.49 -0.55 -5.34
C 0.31 -2.36 -3.81
H -2.73 -0.92 -4.17
H -0.14 -1.08 -6.24
H 0.29 0.14 -5.02
H -1.39 0.01 -5.59
H 0.03 -3.40 -3.95
H 0.49 -2.18 -2.75
H 1.22 -2.15 -4.36
*
```

Here are the Mulliken charges for atoms 1 to 5, given in e: number 1, N, carries -0.715; number 2, B, carries 0.319; number 3, C, carries -0.773; number 4, C, carries -0.696; number 5, C, carries -0.327

=====

Question: What is the largest force on an atom in the third record?
Answer: 1.5 eV Å⁻¹